1.
Below is 8 unconnected molecules or ions with the total composition C28H46N7O12 at a distorted geometry, with properties calculated with ωB97M-V/def2-TZVPD.

Positions of all 93 atoms, in Å:
C 3.9040 45.0780 14.3480
O 4.9030 44.4430 14.1360
O 2.9690 44.4030 15.0250
O 3.5950 46.1280 13.7470
H 3.4780 43.8060 15.4270
C -1.3550 44.1180 14.8680
C -2.7640 43.8420 15.2610
C -3.1820 42.4260 15.1330
C -2.1380 41.2520 14.7610
C -0.7770 41.7010 14.2750
C -0.4200 43.3000 14.3800
N -2.3490 39.8410 14.9030
O -1.6260 39.1140 14.1280
O -3.3260 39.4160 15.5140
H -1.0220 45.0900 15.2220
H -3.4690 44.4880 15.5020
H -4.3150 41.9100 15.1880
H 0.1470 40.9780 14.0730
H 0.5580 43.5030 14.2300
C 5.1480 48.2530 18.1820
C 5.1030 47.1290 17.2250
C 6.2250 46.1660 17.1360
C 7.3910 46.2760 18.0820
C 7.4090 47.4140 19.1720
C 6.1850 48.3510 19.1150
N 8.4060 45.2690 18.0040
O 9.2000 45.1920 18.9760
O 8.3480 44.3200 17.2660
H 4.2920 48.9800 18.0920
H 4.5090 47.2900 16.3670
H 6.0040 45.5480 16.3970
H 8.2160 47.5620 19.8190
H 6.1400 49.1460 19.7880
C 8.8050 41.7310 10.7790
O 9.8570 41.4340 10.4160
N 8.6480 42.0010 12.1140
C 7.3480 42.5090 12.5020
C 9.7410 41.9640 13.0400
H 7.8780 41.9330 10.0990
H 6.8800 43.3140 11.9080
H 7.3050 42.7990 13.6160
H 6.6700 41.5300 12.6140
H 10.2970 41.0640 12.9330
H 9.5950 41.9510 14.1590
H 10.5120 42.8930 13.0060
C 9.3160 45.9420 11.7730
O 10.2470 46.3970 11.1370
N 8.7290 46.6840 12.6770
C 7.5150 46.1360 13.4540
C 8.9090 48.1300 12.9090
H 9.1160 44.9940 11.6820
H 7.6310 46.3580 14.4100
H 7.5920 45.0330 13.3370
H 6.5170 46.5100 13.1840
H 9.8800 48.3830 13.4610
H 8.2460 48.7870 13.5690
H 8.6210 48.6450 12.1060
C 3.3240 39.2080 12.5250
O 2.8470 38.5990 11.5420
N 2.9710 40.4510 12.7080
C 3.4860 41.1970 13.8070
C 2.1390 41.2690 11.6840
H 3.8810 38.7800 13.2670
H 3.1010 40.7230 14.9050
H 3.0570 42.1700 13.7250
H 4.5770 41.3570 13.8630
H 2.4430 41.0100 10.7040
H 2.1740 42.3910 11.8190
H 1.2050 41.0650 11.8210
C 4.5950 41.7660 17.0200
O 3.4220 42.2950 16.9110
N 4.9310 40.7580 17.8510
C 6.3980 40.3330 17.9280
C 3.9810 40.0870 18.7830
H 5.2240 42.3250 16.5110
H 7.0130 41.3000 18.2700
H 6.6650 39.9200 16.9120
H 6.4270 39.3570 18.5090
H 3.7620 39.1710 18.0890
H 3.1720 40.5280 18.9670
H 4.5310 39.6550 19.6440
C 2.8240 44.1690 8.5660
O 1.6390 44.6950 8.5380
N 3.6400 44.2100 9.5840
C 4.9010 43.3390 9.5630
C 3.2750 44.8920 10.8020
H 3.3530 43.5530 7.6700
H 5.3400 43.0860 8.5860
H 4.7960 42.4370 10.1400
H 5.7310 43.7960 10.1260
H 4.1900 45.4620 11.3340
H 2.8300 44.0690 11.5740
H 2.4420 45.5670 10.5720

Atoms 1-2, force components in eV/Å:
-2.2 2.3 -3.6
4.9 -2.4 0.3

Highest occupied orbital energy ... -5.61 eV
Total charge ... -1
Max |F| ... 0.206 hartree/bohr
Kohn-Sham gap ... 6.173 eV
Total energy ... -64765.6778 eV
LUMO level ... 0.560 eV
ΔE to the lowest compared entry with this formula, charge and spin ... 0.5651 eV

2.
Below is 7 unconnected molecules or ions with the total composition C4H22NO7 at a distorted geometry, with properties calculated with ωB97M-V/def2-TZVPD.

Positions of all 34 atoms, in Å:
C 0.9489 -0.2013 1.3593
C 1.8419 0.8477 0.6914
C 3.2678 0.7421 1.2103
N 1.8363 0.6572 -0.7513
C 0.7581 1.2570 -1.6125
O -0.3752 0.4607 -1.6598
H 1.5542 -1.0907 1.5264
H 0.6923 0.0815 2.3976
H -0.0868 -0.1923 1.0554
H 1.4617 1.8647 0.8564
H 3.7776 -0.2359 1.2323
H 3.9650 1.2537 0.5384
H 3.3672 1.0884 2.2377
H 1.9706 -0.3346 -0.9893
H 0.5484 2.2633 -1.2615
H 1.1227 1.2684 -2.6444
H -2.4638 -2.1567 0.4574
H -1.8301 -0.7924 0.7262
O -1.8650 -1.7302 1.0807
H -2.4408 0.5152 -0.5093
H -2.5412 1.1317 1.2400
O -1.7707 0.8895 0.7168
H -1.2693 -1.9895 -2.0253
H 0.1434 -1.4422 -2.1760
O -0.3756 -2.2449 -2.2907
H 0.3622 -3.2083 -0.6846
H 0.0534 -2.8575 0.7073
O 0.6758 -3.4141 0.2103
H 0.2406 2.6426 2.3898
H -1.0494 2.5532 1.5747
O -0.3039 3.1479 1.7820
H -0.8852 0.5144 -0.8254
H -3.4819 0.9073 -1.6343
O -3.0270 0.1341 -1.2830

Atoms 1-2, force components in eV/Å:
0.0 0.3 1.6
0.3 0.9 0.2

⟨S²⟩ ... 0.76
Highest occupied orbital energy (alpha / beta) ... -9.63 / -9.62 eV
Max |F| ... 0.048 hartree/bohr
2S+1 ... 2
Kohn-Sham gap (alpha / beta) ... 9.731 / 4.959 eV
Total energy ... -20324.0131 eV
LUMO level (alpha / beta) ... 0.099 / -4.662 eV
ΔE to the lowest compared entry with this formula, charge and spin ... 1.3912 eV

3.
Below is a molecular structure, C6H9CaClN3O4 at a distorted geometry, with properties calculated with ωB97M-V/def2-TZVPD.

Positions of all 24 atoms, in Å:
Ca 1.1705 4.6958 0.3902
Cl -0.6532 1.1602 0.4633
O -0.1836 2.2994 -0.2567
O 0.4178 0.2651 0.7134
O -1.2183 1.6891 1.6961
O -1.5581 0.4771 -0.3588
C -3.0337 2.3166 -2.6784
C -3.7312 3.4238 -2.0649
N -4.2661 4.3313 -1.6343
H -3.3157 2.1401 -3.7164
H -3.1044 1.3889 -2.1105
H -2.0006 2.6091 -2.8659
C 2.7900 -1.6644 -1.2023
C 2.5423 -3.1165 -1.3469
N 2.4008 -4.2383 -1.5664
H 3.7833 -1.3110 -1.4788
H 2.6708 -1.4709 -0.1362
H 2.1010 -1.2097 -1.9140
C 0.6633 -2.5532 2.9736
C 1.1191 -1.7394 4.1550
N 1.5140 -1.0598 5.0326
H 1.1213 -3.5423 2.9782
H 1.1884 -2.2542 2.0664
H -0.4177 -2.6367 2.8616

Atoms 1-2, force components in eV/Å:
-1.4 -2.2 -0.2
-1.3 -2.9 3.5

Highest occupied orbital energy ... -13.06 eV
Total charge ... +1
Max |F| ... 0.119 hartree/bohr
Kohn-Sham gap ... 4.756 eV
Total energy ... -49970.9940 eV
LUMO level ... -8.304 eV
ΔE to the lowest compared entry with this formula, charge and spin ... 4.5235 eV

4.
Below is 3 unconnected molecules or ions with the total composition C14H34N2O3P at a distorted geometry, with properties calculated with ωB97M-V/def2-TZVPD.

Positions of all 54 atoms, in Å:
N 0.2998 3.3209 5.0015
P 0.8144 3.9301 3.6230
O 1.0495 5.5296 3.8115
O -0.3995 3.7990 2.5148
N 2.1494 3.3861 3.0360
C 2.0232 2.3795 2.0101
C 2.2239 0.9825 2.5233
O 2.1346 0.0045 1.7980
H -0.6275 2.9241 4.9181
H 0.1959 5.9597 3.8178
H -1.2523 3.8166 2.9426
H 1.1068 2.4008 1.4258
H 2.8385 2.5033 1.2916
H 2.4784 0.8826 3.5880
C 0.4496 -2.9087 1.0420
C 1.4311 -3.7536 0.2376
C 2.2872 -2.9132 -0.7077
C 1.5011 -2.1482 -1.7725
C 0.6267 -3.0128 -2.6791
C 1.4179 -4.0225 -3.5069
H -0.2605 -2.3987 0.3902
H -0.1259 -3.5282 1.7337
H 0.9803 -2.1540 1.6226
H 0.8880 -4.5255 -0.3183
H 2.0935 -4.2866 0.9252
H 3.0274 -3.5614 -1.1894
H 2.8566 -2.1896 -0.1190
H 2.2103 -1.5892 -2.3912
H 0.8734 -1.3964 -1.2868
H 0.0774 -2.3546 -3.3583
H -0.1281 -3.5371 -2.0865
H 2.1559 -3.5171 -4.1335
H 0.7548 -4.5902 -4.1626
H 1.9437 -4.7380 -2.8733
C -2.2991 0.4165 -3.2158
C -2.9893 1.2291 -2.1227
C -2.0387 2.1485 -1.3577
C -0.9224 1.4297 -0.6007
C -1.3970 0.3967 0.4180
C -2.2300 0.9937 1.5483
H -1.5421 -0.2515 -2.8026
H -3.0214 -0.1987 -3.7561
H -1.8125 1.0745 -3.9389
H -3.4977 0.5519 -1.4313
H -3.7728 1.8409 -2.5800
H -2.6197 2.7577 -0.6598
H -1.5833 2.8530 -2.0614
H -0.3142 2.1777 -0.0876
H -0.2537 0.9398 -1.3157
H -0.5175 -0.0831 0.8515
H -1.9648 -0.3961 -0.0825
H -1.6566 1.7538 2.0766
H -2.5092 0.2222 2.2683
H -3.1532 1.4500 1.1817

Atoms 1-2, force components in eV/Å:
-0.4 0.4 -0.3
0.0 -1.0 1.9

Highest occupied orbital energy ... -3.44 eV
Total charge ... -1
Max |F| ... 0.042 hartree/bohr
Kohn-Sham gap ... 6.206 eV
Total energy ... -33483.6901 eV
LUMO level ... 2.764 eV
ΔE to the lowest compared entry with this formula, charge and spin ... 0.0000 eV

5.
Below is 13 unconnected molecules or ions with the total composition C47H84O39 at a distorted geometry, with properties calculated with ωB97M-V/def2-TZVPD.

Positions of all 170 atoms, in Å:
C -3.4902 -18.0400 5.3521
C -3.3476 -17.0979 4.1940
O -2.7548 -15.9319 4.7666
C -2.5260 -16.1230 6.0654
O -1.8535 -15.3332 6.6856
O -2.8951 -17.3365 6.4093
H -2.8384 -18.9098 5.2694
H -4.5058 -18.3907 5.5352
H -4.3392 -16.8341 3.8265
H -2.7582 -17.5491 3.3958
C 6.5886 -19.9441 3.1994
C 7.3999 -20.2816 4.3551
O 6.8961 -19.6728 5.4567
C 6.0539 -18.6867 4.9862
O 5.5521 -17.7895 5.7277
O 5.8821 -18.8042 3.6310
H 5.8440 -20.6916 2.9260
H 7.3167 -19.6927 2.4281
H 8.4193 -19.9130 4.2403
H 7.2921 -21.3552 4.5096
C 5.1367 -16.7209 0.9996
C 4.4214 -15.5094 0.4484
O 5.2877 -14.5191 0.8868
C 5.9889 -14.8945 1.9473
O 6.7460 -14.1451 2.5587
O 5.9432 -16.2006 2.0480
H 5.9484 -16.9942 0.3254
H 4.4076 -17.5263 1.0885
H 3.3881 -15.3263 0.7431
H 4.3514 -15.5713 -0.6376
C 2.3414 -18.5560 7.0948
C 1.7977 -17.4656 6.1646
O 0.5516 -18.0188 5.8898
C 0.3969 -19.3102 6.2698
O -0.6249 -19.9166 6.0532
O 1.4206 -19.6122 7.0035
H 2.4722 -18.2053 8.1185
H 3.3216 -18.8059 6.6887
H 2.4163 -17.4908 5.2674
H 1.6928 -16.4464 6.5362
C 7.2114 -16.8794 8.2537
C 7.1333 -16.0385 9.4423
O 7.1604 -16.9645 10.4751
C 7.5779 -18.0988 10.0360
O 7.9332 -19.0612 10.6771
O 7.8055 -18.0185 8.7841
H 7.7179 -16.1868 7.5816
H 6.2021 -17.0687 7.8881
H 6.1397 -15.6160 9.2933
H 7.9235 -15.2890 9.3984
C 1.9583 -9.4265 7.3380
C 1.3096 -9.8494 6.0046
O 0.0656 -10.4867 6.2043
C -0.7205 -10.8926 5.1830
O -0.4096 -10.9200 3.9812
O -1.8704 -11.3800 5.6670
C -2.8547 -11.7930 4.7562
H 1.2543 -8.6556 7.6513
H 2.9914 -9.0884 7.2576
H 1.8510 -10.2357 8.0603
H 2.0171 -10.4762 5.4618
H 1.2537 -8.9380 5.4092
H -3.5394 -11.0612 4.3273
H -3.3916 -12.5015 5.3868
H -2.4128 -12.3703 3.9441
C 12.7745 -18.9838 5.5940
C 12.0998 -18.9140 4.2291
O 10.7617 -18.3402 4.3581
C 10.4587 -17.0588 4.4550
O 11.2826 -16.1248 4.6692
O 9.1334 -16.9351 4.4055
C 8.5045 -15.6503 4.5447
H 13.7413 -19.4870 5.5972
H 12.1425 -19.3976 6.3797
H 12.8962 -17.9345 5.8627
H 12.0350 -19.9607 3.9320
H 12.7060 -18.4500 3.4511
H 8.6602 -14.9828 3.6971
H 8.7543 -15.0397 5.4124
H 7.4346 -15.7960 4.6938
C 1.1883 -13.5469 8.1162
C 1.7945 -14.4364 9.2724
O 0.9146 -14.5633 10.3897
C 1.1358 -13.8028 11.3999
O 2.0020 -12.9075 11.4539
O 0.2910 -14.1976 12.3482
C 0.3300 -13.5320 13.5860
H 1.8317 -13.4912 7.2381
H 0.9776 -12.5667 8.5437
H 0.2492 -13.9122 7.7007
H 2.8552 -14.2434 9.4326
H 1.8053 -15.4384 8.8432
H 0.2209 -12.4704 13.3640
H 1.2730 -13.6885 14.1098
H -0.4649 -13.9820 14.1807
C -1.9828 -10.9748 0.5567
C -1.6725 -9.4807 0.9762
O -2.2724 -9.1692 2.1845
C -3.4669 -8.5831 2.2438
O -4.2053 -8.4495 1.2199
O -3.8618 -8.3248 3.5832
C -5.1288 -7.8287 3.8879
H -3.0690 -11.0360 0.6236
H -1.4724 -11.7756 1.0919
H -1.7823 -11.1348 -0.5026
H -1.8595 -8.7623 0.1781
H -0.6153 -9.4002 1.2289
H -5.2782 -7.9241 4.9634
H -5.8330 -8.4381 3.3216
H -5.2143 -6.7717 3.6357
C 2.5363 -11.6364 1.5168
C 2.8631 -10.8644 0.1852
O 1.7674 -10.0049 -0.0354
C 1.8250 -9.0243 -0.9498
O 2.7343 -8.8169 -1.7779
O 0.6846 -8.2960 -0.9326
C 0.5227 -7.2320 -1.8484
H 3.4458 -12.1250 1.8662
H 1.7574 -12.3615 1.2808
H 2.1395 -10.9485 2.2635
H 3.0800 -11.4338 -0.7185
H 3.7706 -10.2802 0.3379
H -0.3803 -6.7578 -1.4639
H 0.4732 -7.4898 -2.9064
H 1.1878 -6.3711 -1.9156
C 0.4460 -15.8944 -0.0124
C -0.6352 -16.6848 0.6784
O -1.9194 -16.2597 0.5586
C -2.4051 -15.0653 0.8975
O -1.8052 -14.2263 1.5368
O -3.6725 -15.0065 0.5617
C -4.4173 -13.8830 1.0269
H 1.3128 -16.5552 -0.0029
H 0.7069 -14.9073 0.3694
H 0.2697 -15.9358 -1.0872
H -0.4113 -16.6233 1.7434
H -0.6170 -17.7650 0.5344
H -4.1451 -13.8190 2.0804
H -5.4780 -14.1316 0.9895
H -4.1984 -12.9179 0.5700
C 5.1965 -14.4204 6.4604
C 4.5597 -14.8076 5.1351
O 3.2653 -14.2990 5.2695
C 2.3896 -14.4130 4.3031
O 2.6404 -14.7314 3.1000
O 1.1233 -14.1219 4.7307
C 0.0000 -14.1497 3.7455
H 4.6566 -14.5249 7.4015
H 5.4637 -13.3656 6.5242
H 6.1684 -14.9127 6.4252
H 4.4943 -15.8601 4.8590
H 4.9682 -14.3280 4.2457
H -0.2378 -15.0336 3.1536
H 0.0980 -13.2669 3.1139
H -0.8205 -13.9132 4.4231
C 6.7007 -7.0921 1.5156
C 6.1498 -8.2397 0.6802
O 6.4490 -9.4267 1.3826
C 5.7398 -9.9146 2.3640
O 4.6344 -9.4668 2.6970
O 6.4062 -10.9349 2.8913
C 5.8212 -11.5180 4.0494
H 5.9871 -6.2697 1.4652
H 7.6860 -6.7064 1.2539
H 6.5513 -7.3796 2.5564
H 6.6875 -8.2342 -0.2680
H 5.0996 -8.1382 0.4066
H 4.9440 -12.1311 3.8431
H 5.7000 -10.7774 4.8400
H 6.5617 -12.2670 4.3300

Atoms 1-2, force components in eV/Å:
0.8 -1.6 -0.1
-1.0 0.1 -0.6

⟨S²⟩ ... 0.76
Highest occupied orbital energy (alpha / beta) ... -11.83 / -11.83 eV
Total charge ... +1
Max |F| ... 0.107 hartree/bohr
2S+1 ... 2
Kohn-Sham gap (alpha / beta) ... 8.703 / 2.475 eV
Total energy ... -129939.0266 eV
LUMO level (alpha / beta) ... -3.123 / -9.351 eV

6.
Below is 2 unconnected molecules or ions with the total composition C3H3Br2F at a distorted geometry, with properties calculated with ωB97M-V/def2-TZVPD.

Positions of all 9 atoms, in Å:
C -0.0202 0.7162 0.2033
C -0.1503 -0.6000 0.2131
C 0.3279 -1.9816 0.1792
F 0.1810 -2.6182 1.3510
Br -2.9552 -1.3110 -0.1377
Br 2.4161 -1.5449 -0.2626
H -0.7582 1.4893 0.2152
H 0.9317 1.2553 0.1477
H -0.0404 -2.6947 -0.5108

Atoms 1-2, force components in eV/Å:
0.7 -1.3 -0.1
-1.6 1.1 -0.6

Highest occupied orbital energy (alpha / beta) ... -10.01 / -9.52 eV
Max |F| ... 0.040 hartree/bohr
Kohn-Sham gap (alpha / beta) ... 7.720 / 6.627 eV
Total energy ... -145958.1514 eV
LUMO level (alpha / beta) ... -2.287 / -2.889 eV
ΔE to the lowest compared entry with this formula, charge and spin ... 2.6330 eV

Please write out number 2 again, unchanged.
Below is 7 unconnected molecules or ions with the total composition C4H22NO7 at a distorted geometry, with properties calculated with ωB97M-V/def2-TZVPD.

Positions of all 34 atoms, in Å:
C 0.9489 -0.2013 1.3593
C 1.8419 0.8477 0.6914
C 3.2678 0.7421 1.2103
N 1.8363 0.6572 -0.7513
C 0.7581 1.2570 -1.6125
O -0.3752 0.4607 -1.6598
H 1.5542 -1.0907 1.5264
H 0.6923 0.0815 2.3976
H -0.0868 -0.1923 1.0554
H 1.4617 1.8647 0.8564
H 3.7776 -0.2359 1.2323
H 3.9650 1.2537 0.5384
H 3.3672 1.0884 2.2377
H 1.9706 -0.3346 -0.9893
H 0.5484 2.2633 -1.2615
H 1.1227 1.2684 -2.6444
H -2.4638 -2.1567 0.4574
H -1.8301 -0.7924 0.7262
O -1.8650 -1.7302 1.0807
H -2.4408 0.5152 -0.5093
H -2.5412 1.1317 1.2400
O -1.7707 0.8895 0.7168
H -1.2693 -1.9895 -2.0253
H 0.1434 -1.4422 -2.1760
O -0.3756 -2.2449 -2.2907
H 0.3622 -3.2083 -0.6846
H 0.0534 -2.8575 0.7073
O 0.6758 -3.4141 0.2103
H 0.2406 2.6426 2.3898
H -1.0494 2.5532 1.5747
O -0.3039 3.1479 1.7820
H -0.8852 0.5144 -0.8254
H -3.4819 0.9073 -1.6343
O -3.0270 0.1341 -1.2830

Atoms 1-2, force components in eV/Å:
0.0 0.3 1.6
0.3 0.9 0.2

⟨S²⟩ ... 0.76
Highest occupied orbital energy (alpha / beta) ... -9.63 / -9.62 eV
Max |F| ... 0.048 hartree/bohr
2S+1 ... 2
Kohn-Sham gap (alpha / beta) ... 9.731 / 4.959 eV
Total energy ... -20324.0131 eV
LUMO level (alpha / beta) ... 0.099 / -4.662 eV
ΔE to the lowest compared entry with this formula, charge and spin ... 1.3912 eV